A molecular structure, C52H70Ge2KN5O2S3, computed with ωB97M-V with the def2-TZVPD basis set.

The geometry in XYZ format:
```
135
Properties=species:S:1:pos:R:3
K -0.57599 -0.07417 0.73999
C -1.08830 3.51636 2.09891
C 0.24050 2.85920 2.39984
C 1.42939 3.28475 1.79391
C 1.46659 4.38732 0.76180
C 2.64382 2.70631 2.17935
C 3.93855 3.17979 1.56514
C 2.68110 1.72142 3.16990
C 4.03382 1.23024 3.62832
C 1.48933 1.24545 3.73235
C 1.50504 0.15959 4.78228
C 0.26973 1.81984 3.34556
C -1.03120 1.38441 3.98335
H -1.67151 2.95706 1.35984
H -0.97049 4.53170 1.72849
H -1.70338 3.57402 2.99581
H 1.87078 4.01525 -0.18372
H 2.11336 5.20688 1.08475
H 0.48705 4.79807 0.54373
H 3.79272 3.60442 0.57591
H 4.65672 2.36729 1.46371
H 4.41084 3.95130 2.18226
H 4.47901 0.53510 2.91061
H 3.99285 0.72703 4.58891
H 4.72638 2.06579 3.73548
H 0.72282 -0.57464 4.60314
H 1.33846 0.57449 5.78081
H 2.44379 -0.38561 4.80003
H -1.37583 2.13711 4.70012
H -0.94343 0.44151 4.51251
H -1.82392 1.25822 3.24348
C 3.22159 1.79384 -2.01187
C 2.50396 0.94886 -0.95855
Ge 2.28291 -0.92553 -1.54126
C 1.16398 -0.94031 -3.15144
C 1.06003 -2.29765 -3.83697
C 4.01228 -1.82871 -1.78674
C 4.07363 -2.79635 -0.85106
Ge 2.38675 -2.63682 0.19668
C 1.32807 -4.28002 0.33506
C 1.04259 -4.99900 -0.97741
C 2.79408 -2.00643 2.02799
C 4.24834 -2.27190 2.42052
C 5.20655 -3.72525 -0.66402
C 6.52292 -3.32583 -0.90035
C 7.57530 -4.21085 -0.72697
C 7.33213 -5.51405 -0.31368
C 6.02894 -5.92189 -0.06716
C 4.97858 -5.03158 -0.23180
H 3.36243 2.82743 -1.68384
H 2.66097 1.82785 -2.94889
H 4.21059 1.38615 -2.23433
H 1.52022 1.37578 -0.73772
H 3.06011 0.94906 -0.01744
H 1.60607 -0.20384 -3.83005
H 0.17970 -0.55248 -2.88024
H 2.04731 -2.69039 -4.08996
H 0.47351 -2.23690 -4.75613
H 0.57476 -3.02988 -3.19196
H 4.80995 -1.67384 -2.51400
H 0.40256 -4.00777 0.84547
H 1.87976 -4.92317 1.02970
H 0.35240 -4.41699 -1.58816
H 0.58214 -5.97460 -0.80405
H 1.94885 -5.16120 -1.56679
H 2.11497 -2.52148 2.71094
H 2.56424 -0.93972 2.11144
H 4.48873 -3.33600 2.36860
H 4.45889 -1.93551 3.43898
H 4.94379 -1.76049 1.75045
H 6.71768 -2.30520 -1.20675
H 8.59075 -3.88154 -0.90866
H 8.15455 -6.20435 -0.17728
H 5.82918 -6.93480 0.25902
H 3.96280 -5.35351 -0.03337
C -4.54858 -3.40911 -0.00109
C -4.16857 -2.89934 1.35075
C -5.05443 -2.61180 2.34803
C -4.53139 -2.14705 3.57378
N -3.24418 -2.02652 3.80652
C -2.36271 -2.34045 2.82791
S -0.70132 -2.27268 3.03746
N -2.85682 -2.74625 1.61164
C -5.46296 -1.78396 4.68975
H -5.60710 -3.24019 -0.18864
H -4.35861 -4.48282 -0.05444
H -3.95900 -2.93868 -0.78815
H -6.11780 -2.72968 2.19714
H -2.17877 -2.84153 0.84621
H -6.28564 -1.16688 4.32567
H -4.91773 -1.25775 5.46828
H -5.89878 -2.69019 5.11599
O -1.12435 1.40233 -1.27250
S -0.93662 2.88319 -1.46282
C -0.04458 3.10738 -2.99014
C -0.12784 2.16474 -4.00284
C 0.60101 2.37183 -5.16386
C 1.39740 3.50253 -5.29920
C 1.47032 4.43766 -4.27554
C 0.74912 4.23945 -3.10757
C -2.51488 3.56060 -1.95868
C -3.25502 3.00418 -2.99502
C -4.50285 3.53514 -3.27924
C -4.99374 4.61149 -2.54572
C -4.24205 5.16130 -1.51840
C -2.99527 4.62826 -1.21653
H -0.75185 1.28801 -3.88625
H 0.54415 1.64446 -5.96325
H 1.96794 3.65433 -6.20633
H 2.09789 5.31285 -4.38040
H 0.80965 4.95187 -2.29298
H -2.88156 2.15966 -3.56449
H -5.08920 3.10930 -4.08343
H -5.96673 5.02382 -2.78088
H -4.62480 5.99710 -0.94750
H -2.40518 5.02857 -0.40064
O -3.02471 0.38684 1.33330
S -3.84652 1.26677 0.42716
C -5.57934 1.18885 0.99378
C -6.31555 0.16163 0.14046
C -5.71075 0.28208 -1.25690
C -4.20551 0.26911 -1.04803
H -5.98888 2.19135 0.85552
H -5.53664 0.96824 2.06017
H -7.39193 0.33621 0.14975
H -6.13462 -0.84023 0.53518
H -6.01833 1.22087 -1.72609
H -6.01228 -0.52859 -1.92116
H -3.61585 0.63135 -1.88539
H -3.84084 -0.72186 -0.76663
N -1.26301 -2.22887 -0.78830
C -1.75148 -2.13327 -1.84651
N -2.33000 -2.14186 -3.00434
C -2.48790 -1.01176 -3.65659
N -2.68062 -0.05068 -4.28049
```

Properties
- E_tot: -228469.9537 eV
- Maximum force: 0.55 eV/Å
- Frontier orbital gap: 0.29960 Eh
- HOMO level: -0.29418 Eh
- Total charge: 0
- ΔE to the lowest compared entry with this formula, charge and spin: 0.0 kcal per mole

***

2 unconnected molecules or ions with the total composition C4H11N3O2 at a distorted geometry, computed with ωB97M-V with the def2-TZVPD basis set.

The geometry in XYZ format:
```
20
Properties=species:S:1:pos:R:3
C 0.22293 2.21316 -0.52951
C -0.98681 1.51031 1.46862
N -1.02802 2.61335 2.22404
N 0.09891 1.30087 0.64171
N -1.92786 0.66946 1.39218
H -1.80109 3.20336 2.50520
H -0.16301 2.88353 2.66948
H 0.98649 1.15329 1.11531
H -1.91832 -0.24104 0.93753
H -0.05157 -1.16020 0.10349
H 1.26198 2.19310 -0.81428
H -0.00383 3.20320 -0.13518
H -0.27535 1.81086 -1.40771
C 0.73450 -3.61554 -1.81140
C 0.97770 -2.36417 -1.02337
O 2.05700 -1.94410 -0.69886
O -0.16459 -1.72968 -0.66375
H -0.13374 -3.47081 -2.45000
H 0.49512 -4.41793 -1.11830
H 1.61955 -3.81103 -2.40520
```

Properties
- E_tot: -12882.5136 eV
- <S²>: 0.760
- Maximum force: 1.27 eV/Å
- Frontier orbital gap (spin up / spin down): 0.34728 / 0.18594 Eh
- HOMO level (spin up / spin down): -0.49295 / -0.49281 Eh
- Total charge: +1
- ΔE to the lowest compared entry with this formula, charge and spin: 59.5 kcal per mole
- 2S+1: 2

***

C8H14 in the gas phase at a distorted geometry, computed with ωB97M-V with the def2-TZVPD basis set.

The geometry in XYZ format:
```
22
Properties=species:S:1:pos:R:3
C -0.57548 1.63538 1.40441
C -0.54480 0.93352 0.27149
C -1.65488 0.06407 -0.25368
C -3.08058 0.60163 -0.08021
C 0.64568 1.06070 -0.65156
C 1.39112 -0.23875 -0.80942
C 1.74532 -1.07567 0.15430
C 2.71581 -2.20141 0.03155
H 0.28585 2.21486 1.70139
H -1.42458 1.53873 2.06954
H -1.45416 -0.23699 -1.28147
H -1.61189 -0.90092 0.27353
H -3.21014 1.56396 -0.57415
H -3.82047 -0.04554 -0.54174
H -3.21411 0.68299 0.99692
H 1.33046 1.86662 -0.33562
H 0.46148 1.46051 -1.65162
H 1.71395 -0.43124 -1.83312
H 1.35150 -0.86770 1.14517
H 3.28336 -2.19636 -0.90283
H 3.41226 -2.22994 0.86305
H 2.25432 -3.19843 0.00404
```

Properties
- E_tot: -8521.6904 eV
- Maximum force: 1.39 eV/Å
- Frontier orbital gap: 0.37239 Eh
- HOMO level: -0.33172 Eh
- Total charge: 0
- ΔE to the lowest compared entry with this formula, charge and spin: 32.0 kcal per mole
- SMILES string: C=C(CC)C/C=C/C

***

A molecular structure, C28H43BrN2P2STi at a distorted geometry, computed with ωB97M-V with the def2-TZVPD basis set.

The geometry in XYZ format:
```
78
Properties=species:S:1:pos:R:3
N -4.81126 -9.02663 -1.53072
C -5.04164 -8.59297 -0.29216
C -4.32573 -7.52628 0.27547
C -3.37207 -6.83857 -0.51150
C -3.17096 -7.29822 -1.82847
C -3.88937 -8.41947 -2.27978
C -2.66852 -5.67391 0.01156
Ti 0.75927 0.12190 1.67799
P -0.86301 6.36476 -0.70201
C -2.43360 -4.54304 -0.71221
C -1.82316 -3.35244 -0.17906
C -1.66596 -2.19594 -0.99008
C -1.09407 -1.03137 -0.46609
C -0.71096 -1.03723 0.88588
C -0.92873 -2.12949 1.73817
C -1.42049 -3.30686 1.17215
Br 0.14267 2.37327 1.39086
H -2.36671 -5.74038 1.04993
H -2.77215 -4.49300 -1.74436
H -4.54924 -7.21267 1.29011
H -2.46263 -6.81107 -2.50118
H -5.82107 -9.10021 0.27990
H -3.70892 -8.82374 -3.28152
H -2.00002 -2.20414 -2.02806
H -1.49280 -4.19743 1.78771
H -0.98785 -0.11622 -1.05300
H -0.78573 -2.03087 2.81077
P 2.20255 0.15651 -0.21477
C -2.17483 5.45112 0.23659
C -3.51488 6.16514 0.07030
H -1.86212 5.44094 1.28929
H -2.21669 4.41257 -0.12043
H -4.18664 5.89856 0.88976
H -3.38402 7.25200 0.07952
H -4.01090 5.89195 -0.86576
C -0.75834 5.26024 -2.17800
C -0.17847 6.00520 -3.37764
H -1.78654 4.92756 -2.37638
H -0.14604 4.38787 -1.90881
H -0.47124 5.49911 -4.30163
H -0.54504 7.03612 -3.42524
H 0.91507 6.03471 -3.34817
C 0.62721 5.75818 0.19186
C 1.18620 6.78406 1.16819
H 1.37973 5.46795 -0.55646
H 0.29979 4.85662 0.72540
H 2.21763 6.52385 1.42414
H 1.17834 7.78835 0.73527
H 0.61369 6.80292 2.10115
C 3.78244 0.91774 0.30480
C 5.01509 0.04573 0.07245
H 3.69456 1.23515 1.35515
H 3.86800 1.84770 -0.27721
H 5.02582 -0.85351 0.69637
H 5.08013 -0.25730 -0.97819
H 5.92317 0.61331 0.30479
C 1.80136 1.10717 -1.71894
C 1.43086 0.30698 -2.96535
H 2.67101 1.75052 -1.92249
H 0.98693 1.77819 -1.41244
H 2.32766 -0.04660 -3.48899
H 0.79519 -0.55703 -2.74681
H 0.87590 0.95500 -3.65243
C 2.50148 -1.55043 -0.79014
C 2.71526 -2.44972 0.41988
H 3.35207 -1.55934 -1.48796
H 1.63411 -1.87313 -1.38164
H 2.14348 -3.38275 0.31881
H 3.77982 -2.69527 0.53793
H 2.38969 -2.00393 1.38009
S 2.64571 -1.88976 5.33108
C 2.65122 -0.14836 5.55015
C 2.03618 0.49912 4.51641
N 1.58352 -0.37846 3.51515
C 1.79015 -1.69748 3.86130
H 3.08142 0.31312 6.42249
H 1.88464 1.57010 4.43449
H 1.41337 -2.55605 3.29276
```

Properties
- E_tot: -155268.6922 eV
- <S²>: 2.010
- Maximum force: 4.58 eV/Å
- Frontier orbital gap (spin up / spin down): 0.22993 / 0.10218 Eh
- HOMO level (spin up / spin down): -0.43690 / -0.44279 Eh
- Total charge: +2
- ΔE to the lowest compared entry with this formula, charge and spin: 0.0 kcal per mole
- 2S+1: 3

***

A molecular structure, C3HNO2S2 at a distorted geometry, computed with ωB97M-V with the def2-TZVPD basis set.

The geometry in XYZ format:
```
9
Properties=species:S:1:pos:R:3
C -1.31951 0.45424 -0.68950
C -0.19815 -1.00222 0.04395
C 1.66569 0.40903 0.82349
N 0.81633 -0.77325 0.65870
O 1.83129 0.77908 1.99099
O 2.18055 0.86122 -0.20226
S -2.50544 1.36430 -0.18311
S -1.10976 -2.21326 -0.61775
H -1.36099 0.12087 -1.82451
```

Properties
- E_tot: -30380.5351 eV
- Maximum force: 4.73 eV/Å
- Frontier orbital gap: 0.19429 Eh
- HOMO level: 0.01175 Eh
- Total charge: -2
- ΔE to the lowest compared entry with this formula, charge and spin: 35.2 kcal per mole

***

C3H7NS2 in the gas phase at a distorted geometry, computed with ωB97M-V with the def2-TZVPD basis set.

The geometry in XYZ format:
```
13
Properties=species:S:1:pos:R:3
C 1.13630 -1.13939 3.06693
N 0.57066 -1.04405 1.63292
S 1.76896 -0.60005 0.46296
C 0.54052 0.37777 -0.67996
S -0.51298 -0.56206 -1.58228
C -1.62145 0.71693 -2.10443
H 0.20524 -1.23822 3.83892
H 2.28741 -1.30773 3.66413
H -0.05487 0.92178 0.04203
H 1.40234 1.03890 -1.31338
H -2.49254 1.00048 -1.27846
H -1.23972 1.71759 -2.69294
H -1.98987 0.11804 -3.05643
```

Properties
- E_tot: -26379.4214 eV
- Maximum force: 8.65 eV/Å
- Frontier orbital gap: 0.30417 Eh
- HOMO level: -0.31070 Eh
- Total charge: 0
- ΔE to the lowest compared entry with this formula, charge and spin: 132.7 kcal per mole
- SMILES string: C=NSCSC

***

2 unconnected molecules or ions with the total composition C6H10N2, computed with ωB97M-V with the def2-TZVPD basis set.

The geometry in XYZ format:
```
18
Properties=species:S:1:pos:R:3
C 2.64901 2.17097 -0.47689
C 1.96471 1.04014 -0.64291
N 0.90970 0.80914 -1.54801
C -0.14551 1.48926 -1.37360
H 2.27319 3.10472 -0.88104
H 3.56515 2.19146 0.09157
H 2.26672 0.15292 -0.09250
H -0.98576 1.37247 -2.05327
H -0.26794 2.18979 -0.54638
C -1.88801 -2.85287 0.19403
C -1.24050 -1.71164 0.34635
N -0.89226 -1.19029 1.61637
C -1.23117 0.00513 1.85212
H -2.17036 -3.41827 1.07604
H -2.12158 -3.29586 -0.76183
H -0.95465 -1.10272 -0.50863
H -0.99123 0.40053 2.83456
H -1.74031 0.65564 1.13574
```

Properties
- E_tot: -9361.1230 eV
- Maximum force: 0.96 eV/Å
- Frontier orbital gap: 0.36655 Eh
- HOMO level: -0.34138 Eh
- Total charge: 0
- ΔE to the lowest compared entry with this formula, charge and spin: 76.4 kcal per mole
- SMILES string: C=CN=C.C=CN=C

***

A molecular structure, C27H24BrCrN7S2, computed with ωB97M-V with the def2-TZVPD basis set.

The geometry in XYZ format:
```
62
Properties=species:S:1:pos:R:3
Cr 0.07476 0.15687 0.08914
C -3.46960 -2.18173 0.57261
C -2.26821 -1.44353 0.07309
N -1.73981 -0.39046 0.70213
N -2.40364 0.13230 1.79143
C -1.83301 1.16817 2.31017
N -2.47195 1.77907 3.36676
S -0.29644 1.85052 1.81165
C -1.63052 -1.76341 -1.14780
C -2.11168 -2.71121 -2.07920
C -1.61761 -2.71690 -3.35246
C -0.62210 -1.77722 -3.72012
C -0.11261 -0.95733 -2.75072
N -0.54164 -0.96666 -1.47347
H -3.77491 -1.76931 1.52812
H -3.24173 -3.24348 0.69718
H -4.30563 -2.09998 -0.12751
H -3.18423 1.25160 3.84091
H -1.91591 2.40258 3.92003
H -2.90078 -3.38883 -1.78014
H -1.99768 -3.42481 -4.08013
H -0.24095 -1.72066 -4.73174
H 0.68399 -0.25986 -2.97716
C 4.10441 3.43648 -0.02690
N 2.74064 3.83564 -0.35027
C 2.27818 5.13403 -0.46456
C 0.98144 5.07327 -0.76138
N 0.62963 3.71829 -0.83225
C 1.74413 2.95181 -0.58788
S 2.04810 1.29234 -0.59137
C -0.69590 3.28805 -1.13279
C -1.69864 4.24358 -1.23389
C -2.97523 3.84294 -1.57095
C -3.21173 2.50404 -1.80388
C -2.15683 1.63008 -1.63741
N -0.91868 2.00053 -1.28904
H 4.71390 4.33352 0.05022
H 4.49785 2.78577 -0.80333
H 4.12370 2.89119 0.91404
H 2.91093 5.99326 -0.31754
H 0.28946 5.87326 -0.93507
H -1.50347 5.28356 -1.02755
H -3.77451 4.56985 -1.64293
H -4.19036 2.13561 -2.07981
H -2.31135 0.56709 -1.76211
Br 2.88289 -1.66281 -1.59552
C 2.68714 -2.84209 -0.12016
C 3.47195 -3.95550 -0.25307
C 3.50061 -4.94167 0.74388
C 2.74197 -4.75201 1.85587
C 1.93985 -3.59504 2.01659
C 1.23709 -3.47558 3.23797
C 0.51108 -2.36073 3.48320
C 0.41970 -1.35939 2.49544
C 1.00216 -1.40090 1.24415
C 1.85191 -2.56394 1.00981
H 4.07896 -4.06382 -1.14292
H 4.12606 -5.81894 0.62635
H 2.74341 -5.48141 2.65991
H 1.30720 -4.28466 3.95773
H -0.02042 -2.23534 4.41921
H -0.18534 -0.51606 2.76544
```

Properties
- E_tot: -158954.3918 eV
- <S²>: 6.085
- Maximum force: 0.77 eV/Å
- Frontier orbital gap (spin up / spin down): 0.19083 / 0.26980 Eh
- HOMO level (spin up / spin down): -0.18941 / -0.26553 Eh
- Total charge: 0
- 2S+1: 5